Version i
Density functional theory data (ωB97M-V/def2-TZVPD) for a 2-piece molecular cluster, C2H6N2O2S overall.

Computed properties:
Frontier orbital gap (eV): 9.641
2S+1: 1
Net charge: 0
M (g mol⁻¹): 122.149
Highest occupied orbital energy (Eh): -0.3346

Cartesian coordinates (Å):
C (-0.7990, 2.2608, -1.1096)
C (1.0845, -0.7681, -0.2732)
N (-1.0436, 2.7903, -0.1076)
N (-0.2782, -1.2080, -0.2134)
O (-1.4919, 0.4088, 1.2681)
O (-2.5747, -0.8903, -0.7606)
S (-1.4729, -0.0510, -0.3628)
H (1.4332, -0.4708, 0.7427)
H (1.3476, 0.0911, -0.8793)
H (1.7187, -1.6655, -0.3217)
H (-1.6585, 2.9411, 0.6867)
H (-1.3577, -0.3982, 1.9823)
H (-0.5016, -2.1193, -0.6476)

***

Version ii
Density functional theory data (ωB97M-V/def2-TZVPD) for a 2-piece molecular cluster, C2H6N2O2S overall.

Computed properties:
Frontier orbital gap (eV): 8.455
2S+1: 1
Net charge: 0
M (g mol⁻¹): 122.149
Highest occupied orbital energy (Eh): -0.2892

Cartesian coordinates (Å):
C (-2.2398, 1.1682, -0.4571)
C (0.6825, 0.8202, 0.0504)
N (0.7051, -1.3322, 0.9780)
N (0.3552, -0.4736, -0.0259)
O (-2.2629, 0.8208, 0.9418)
O (-2.1445, -1.5036, -0.4861)
S (-3.0376, -0.2476, -0.0202)
H (-2.8199, 2.1043, -0.5389)
H (0.4491, 1.3456, -0.8572)
H (1.2499, 1.2137, 0.9161)
H (-0.2538, -1.7217, 1.1977)
H (1.1829, -0.9464, 1.8391)
H (-1.3156, -1.3133, -0.8334)

***

Here is how they stack up, most stable first: version i, version ii.

***

Version i
Density functional theory data (ωB97M-V/def2-TZVPD) for a 2-piece molecular cluster, C4H10N2OS overall.

Computed properties:
Frontier orbital gap (eV): 5.127
2S+1: 1
Net charge: 0
M (g mol⁻¹): 134.204
Highest occupied orbital energy (Eh): -0.3117

Cartesian coordinates (Å):
N (1.7208, -0.9198, 0.5799)
C (0.4293, -0.3008, 0.6388)
C (-0.7929, -1.1529, 0.4497)
S (-0.9250, -1.9163, -1.2078)
C (0.3719, 1.0342, 0.7102)
N (-0.7986, 1.7775, 0.1869)
C (-1.2192, 1.6705, -1.1672)
O (1.2448, 1.8322, 1.1288)
H (1.7561, -1.5988, -0.1355)
H (1.9969, -1.4280, 1.4499)
H (4.3044, 0.3010, 0.6319)
H (-0.4767, -1.9797, 1.1388)
H (-1.6786, -0.6430, 0.8747)
H (4.3019, 0.3007, 1.3817)
H (-0.4464, 2.6611, 0.4797)
H (-2.0744, 1.0495, -1.1763)
H (-0.5171, 1.1721, -1.9047)
H (-1.5141, 2.6581, -1.6029)

***

Version ii
Density functional theory data (ωB97M-V/def2-TZVPD) for a 2-piece molecular cluster, C4H10N2OS overall.

Computed properties:
Frontier orbital gap (spin up / spin down) (eV): 7.851 / 7.851
2S+1: 1
Net charge: 0
M (g mol⁻¹): 134.204
Highest occupied orbital energy (spin up / spin down) (Eh): -0.3258 / -0.3258

Cartesian coordinates (Å):
C (-2.3235, 0.8655, -0.1289)
C (-2.8380, -0.6326, -0.2697)
C (-2.0623, -0.2142, 0.8748)
C (1.7685, 1.3460, 0.3062)
N (0.4454, -1.1583, 0.9793)
N (2.7573, -1.1671, -0.1688)
O (0.9657, -0.2618, -1.4420)
S (1.2488, -0.4165, -0.0676)
H (-1.6568, 1.1923, -0.8058)
H (-3.0708, 1.6227, -0.0058)
H (-3.8458, -0.8857, -0.0258)
H (-2.5118, -1.2711, -1.1063)
H (-0.6081, -0.7180, 1.2305)
H (0.9231, 1.8414, -0.1505)
H (1.8706, 1.5959, 1.4413)
H (2.7387, 1.5825, -0.0665)
H (3.2291, -1.8299, 0.5635)
H (2.9700, -1.4911, -1.1578)

***

Here is how they stack up, most stable first: version i, version ii.